1.
{"formula": "C4H12O3", "method": "ωB97M-V/def2-TZVPD", "lumo_ha": 0.015, "smiles": "C/C=C(/C)O.O.O", "e_above_lowest_kcal_mol": 33.26, "gap_ev": 9.30, "max_force_ev_per_a": 3.481, "species": ["C", "C", "C", "O", "C", "H", "H", "H", "H", "H", "H", "H", "H", "H", "H", "O", "H", "H", "O"], "positions_angstrom": [[2.5125, 3.2230, 0.4467], [1.8137, 2.1736, 1.3530], [0.6817, 1.5987, 0.9777], [0.1271, 1.6807, -0.2988], [-0.3646, 0.9415, 2.0047], [3.4168, 2.8356, -0.0192], [1.8680, 3.6829, -0.3037], [2.6041, 4.0535, 1.1796], [2.1938, 2.2090, 2.3427], [-0.1359, 0.7822, -0.5212], [-0.8985, 0.1748, 1.4884], [0.2301, 0.5054, 2.8015], [-1.0534, 1.7734, 2.1401], [-2.8537, -6.5094, -1.2711], [-2.2371, -5.1425, -1.5629], [-2.4696, -5.9812, -1.9785], [-2.5543, -2.4050, -3.0943], [-1.0207, -2.6890, -3.0475], [-1.8599, -2.9073, -2.6372]], "forces_ev_per_angstrom": [[-0.99, -0.05, 1.30], [-0.17, 1.43, -2.52], [-1.90, -1.32, 1.60], [0.87, 0.28, 0.41], [2.40, 1.19, -2.22], [0.24, 0.46, 0.26], [-0.13, -0.64, -0.20], [1.04, -0.29, -0.66], [-0.19, -0.54, 0.86], [-0.19, 0.06, -0.11], [-0.39, -0.74, -0.27], [-0.58, 0.41, 0.59], [-0.03, -0.25, 0.97], [0.03, 0.01, -0.06], [-0.01, 0.08, -0.21], [-0.03, -0.04, 0.18], [0.53, -0.25, 0.12], [-0.05, 0.11, -0.19], [-0.45, 0.11, 0.16]]}

=====

2.
{"formula": "C10H29F2HfNO7", "method": "ωB97M-V/def2-TZVPD", "charge": 2, "lumo_ha": -0.457, "e_above_lowest_kcal_mol": 602.67, "gap_ev": 1.96, "max_force_ev_per_a": 3.914, "species": ["Hf", "F", "F", "C", "C", "C", "O", "C", "N", "H", "H", "H", "H", "H", "H", "H", "H", "H", "H", "H", "C", "C", "O", "O", "H", "H", "H", "H", "H", "H", "C", "C", "O", "O", "H", "H", "H", "H", "H", "H", "C", "C", "O", "O", "H", "H", "H", "H", "H", "H"], "positions_angstrom": [[3.0795, 4.2981, -3.7021], [1.1872, 2.0480, -2.1676], [4.4200, 1.3439, -3.9837], [-1.7928, -0.4801, 2.0957], [-1.0806, -1.5179, 2.9871], [-1.9811, -2.5107, 3.8872], [-1.1290, -3.5273, 4.4352], [-1.6022, -4.4174, 5.4417], [-0.4436, -2.3898, 1.9261], [-2.1657, 0.3020, 2.7569], [-2.7036, -0.8289, 1.6090], [-1.0493, 0.0255, 1.4795], [-0.2963, -1.0891, 3.6108], [-2.8756, -2.8042, 3.3378], [-2.4093, -1.8687, 4.6571], [-0.8745, -5.2261, 5.5089], [-2.5615, -4.8501, 5.1579], [-1.8251, -3.7963, 6.3093], [-0.0275, -3.2567, 2.2350], [-1.3366, -2.7432, 1.6133], [4.3407, 0.5447, 2.7320], [4.3111, -0.7556, 3.5092], [4.5945, -1.7300, 2.5958], [3.3944, 0.8618, 1.7782], [5.3159, 0.7746, 2.3026], [4.2823, 1.3437, 3.4712], [3.3357, -0.6673, 3.9875], [5.1398, -0.6950, 4.2147], [4.5466, -2.6097, 2.9772], [3.3671, 1.8125, 1.6472], [-0.3497, -0.6732, -5.3439], [-1.1202, -1.7045, -4.5367], [-0.8866, -1.6312, -3.1639], [1.0954, -0.7565, -5.2486], [-0.6211, 0.3093, -4.9579], [-0.6406, -0.7687, -6.3900], [-0.9778, -2.7017, -4.9531], [-2.1383, -1.3369, -4.6646], [-1.7303, -1.3773, -2.7828], [1.4348, -0.0202, -5.7628], [-2.6886, 4.2723, -3.1022], [-1.4876, 5.1039, -2.7201], [-0.4492, 4.9142, -3.6511], [-2.4553, 2.9382, -2.9886], [-3.0759, 4.6189, -4.0603], [-3.5542, 4.4600, -2.4670], [-1.1572, 4.9234, -1.6971], [-1.9637, 6.0836, -2.7596], [-0.8063, 5.0064, -4.5374], [-1.5880, 2.7493, -2.6231]], "forces_ev_per_angstrom": [[-0.25, -3.88, 0.48], [0.52, 1.11, -0.63], [-1.14, 2.88, 0.14], [-0.51, 0.88, 2.18], [1.43, -1.19, -1.77], [0.53, 0.81, 1.01], [-0.25, 0.81, -2.07], [-0.93, 0.73, -0.44], [-2.25, -0.29, 2.20], [-0.08, 0.17, 0.13], [0.44, -0.34, -0.45], [-0.24, -0.44, -0.35], [-0.22, 0.05, 0.09], [0.35, -0.80, -0.61], [0.19, 0.04, 0.56], [0.04, 0.45, 0.49], [-0.10, -0.13, -0.26], [0.45, -0.46, 0.62], [1.23, -0.04, 0.46], [-0.04, -0.24, -1.87], [0.80, 2.03, 1.33], [0.69, 2.01, -1.21], [-0.71, -1.66, -0.80], [-1.10, -1.30, -0.69], [0.73, -0.53, -0.28], [0.06, 0.25, 0.62], [-0.37, -1.06, 0.35], [-0.29, 0.21, 0.58], [0.09, -0.15, 0.10], [0.07, 0.13, 0.00], [1.86, 0.69, 0.89], [-0.50, 0.42, -0.71], [0.49, -0.06, 0.35], [-1.61, -0.79, -0.15], [-0.17, 0.31, -0.23], [-0.27, -0.14, -0.21], [0.08, -0.16, 0.27], [-0.30, -0.60, -0.64], [0.08, 0.07, 0.45], [0.37, 0.29, 0.13], [-0.32, 0.88, 1.18], [-2.16, 0.59, 0.06], [1.54, 0.03, -0.03], [0.12, -2.45, -0.67], [0.35, -0.46, -0.74], [0.03, 0.67, 0.49], [0.32, -0.20, -0.24], [0.85, 0.74, 0.08], [-0.18, 0.04, -0.15], [0.28, 0.05, -0.06]]}

=====

3.
{"formula": "C42H46BCsN12O", "method": "ωB97M-V/def2-TZVPD", "charge": -1, "lumo_ha": [0.066, 0.002], "e_above_lowest_kcal_mol": 27.94, "spin_multiplicity": 2, "gap_ev": [5.43, 3.70], "max_force_ev_per_a": 4.496, "species": ["Cs", "C", "C", "N", "N", "C", "B", "N", "C", "C", "C", "N", "N", "C", "C", "C", "N", "N", "C", "C", "C", "N", "H", "H", "H", "H", "H", "H", "H", "H", "H", "H", "H", "H", "C", "N", "C", "C", "C", "C", "C", "C", "C", "N", "C", "C", "C", "C", "C", "C", "N", "C", "C", "H", "H", "H", "H", "H", "H", "H", "H", "H", "H", "H", "H", "H", "H", "H", "H", "H", "H", "H", "H", "C", "O", "H", "H", "H", "H", "N", "C", "C", "C", "C", "C", "C", "C", "C", "C", "C", "C", "C", "C", "H", "H", "H", "H", "H", "H", "H", "H", "H", "H"], "positions_angstrom": [[-0.9531, -0.2142, -0.0168], [-6.1749, 1.6452, 0.6948], [-5.6078, 0.4101, 0.4840], [-4.4869, 0.2437, 1.1813], [-4.3702, 1.3842, 1.8765], [-5.3402, 2.1935, 1.6206], [-3.2387, 1.5813, 2.9503], [-1.9379, 2.1168, 2.3507], [-0.7214, 2.0601, 2.9515], [0.1774, 2.6177, 2.1139], [-0.6084, 2.9940, 1.0149], [-1.9037, 2.6588, 1.1480], [-2.9696, 0.2450, 3.6669], [-3.6290, -0.2368, 4.7393], [-2.9906, -1.3603, 5.1959], [-1.9099, -1.5044, 4.2901], [-1.9269, -0.5499, 3.3736], [-3.7137, 2.6045, 4.0662], [-3.1339, 3.8249, 4.3002], [-3.9809, 4.5356, 5.1178], [-5.0671, 3.7186, 5.3330], [-4.9362, 2.5508, 4.6819], [-7.1292, 2.0668, 0.3714], [-5.9737, -0.3586, -0.1633], [-5.4797, 3.1164, 2.1340], [-0.5589, 1.4762, 3.8317], [1.2380, 2.6356, 2.3108], [-0.2848, 3.5059, 0.1171], [-4.4294, 0.3568, 5.1146], [-3.2386, -1.9858, 6.0527], [-1.0463, -2.1295, 4.2605], [-2.2332, 3.9894, 3.7307], [-3.8095, 5.5385, 5.4915], [-5.9528, 3.9223, 5.9645], [-3.3586, -3.4226, 1.5219], [-2.3993, -3.2332, 0.4347], [-3.0358, -2.6471, -0.8227], [-1.6076, -4.4346, 0.1356], [-1.9312, -5.6432, 0.7320], [-1.1437, -6.8159, 0.5385], [-0.0083, -6.7350, -0.1770], [0.3544, -5.5074, -0.7241], [-0.3984, -4.2761, -0.6507], [0.0198, -3.0872, -0.9689], [1.2355, -2.9986, -1.6954], [1.5871, -3.7420, -2.8145], [2.7934, -3.4331, -3.4247], [3.6844, -2.4794, -2.9374], [3.3671, -1.9470, -1.6747], [2.1363, -2.1454, -1.0482], [1.8681, -1.5981, 0.2131], [1.5685, -2.4295, 1.3831], [2.6309, -0.4438, 0.5291], [-4.0630, -4.2725, 1.3713], [-3.9438, -2.5744, 1.6101], [-2.8363, -3.5295, 2.4389], [-3.9900, -3.1154, -1.1011], [-2.3536, -3.0038, -1.6432], [-3.1641, -1.6291, -0.7692], [-2.7856, -5.6072, 1.3389], [-1.4661, -7.7428, 1.0064], [0.6992, -7.5671, -0.3949], [1.1577, -5.4047, -1.4036], [0.7798, -4.4423, -3.2767], [3.0365, -4.0257, -4.2743], [4.6828, -2.2872, -3.4446], [4.0796, -1.2238, -1.2863], [2.4326, -2.5537, 2.0460], [1.2029, -3.3965, 1.2370], [0.8582, -1.9665, 2.0395], [3.7636, -0.6963, 0.5267], [2.2479, -0.0049, 1.4651], [2.5189, 0.3233, -0.2480], [3.6331, 4.0768, 1.0600], [2.4955, 3.9282, 0.2167], [4.5029, 3.5290, 0.6911], [3.3990, 3.8236, 2.1764], [3.7868, 5.1199, 1.1044], [2.4692, 3.0739, -0.3083], [1.4188, 1.8538, -1.7832], [2.1092, 2.0895, -2.8140], [2.0896, 1.2411, -4.0973], [2.7947, 1.6318, -5.2277], [2.9348, 0.7986, -6.3612], [2.3485, -0.4272, -6.3569], [1.6455, -0.7996, -5.2685], [1.4634, 0.0407, -4.1757], [3.2439, 3.1113, -2.7715], [4.5134, 2.6608, -2.5917], [5.6118, 3.4956, -2.4483], [5.4325, 4.8422, -2.5325], [4.1368, 5.3563, -2.6780], [3.0744, 4.4953, -2.9301], [3.2338, 2.6383, -5.2031], [3.5335, 1.2780, -7.1268], [2.4952, -1.0844, -7.1762], [1.1503, -1.7914, -5.2454], [0.9081, -0.2982, -3.3530], [4.7329, 1.5884, -2.5187], [6.5416, 3.0136, -2.2431], [6.2924, 5.4802, -2.4055], [4.0445, 6.4373, -2.7389], [2.0656, 4.8830, -3.0316]], "forces_ev_per_angstrom": [[0.17, 0.59, 0.17], [-1.40, 0.53, -0.11], [0.30, -0.92, -0.67], [-0.02, -0.50, -0.38], [2.70, -0.93, 1.68], [-1.72, 2.36, 0.00], [-0.58, -0.03, 0.34], [-1.12, -1.72, 1.68], [-0.84, -0.71, 0.14], [0.45, 0.14, -0.28], [-0.15, 0.80, -1.55], [1.78, 1.13, -0.32], [0.14, -0.51, 0.12], [0.07, 0.46, -0.02], [0.47, -0.60, 0.01], [-0.35, 0.60, -0.10], [0.27, 0.07, -0.26], [-0.86, 1.12, -0.25], [-0.41, -1.44, -0.77], [1.22, 1.31, -0.03], [-1.08, -1.29, 0.13], [0.44, 0.27, 0.26], [0.53, -0.31, -0.07], [0.03, -0.43, -0.22], [0.24, 0.45, 0.27], [-0.18, 0.12, 0.46], [-0.04, 0.39, -0.44], [0.08, -0.22, 0.06], [-0.57, -0.05, 0.30], [0.07, 0.33, -0.34], [0.10, -0.77, 0.22], [0.12, 0.62, 0.48], [-0.08, -0.21, -0.05], [0.65, -0.28, -0.61], [0.27, -1.27, -1.14], [-0.25, -1.26, -1.39], [1.59, -4.19, -0.33], [-1.05, 1.77, 0.76], [1.49, -0.03, -1.12], [-2.24, 0.46, 1.58], [2.53, 0.46, -1.77], [-0.71, 0.57, -0.79], [-1.00, -2.70, 1.76], [0.61, 0.40, -1.54], [-1.02, -0.01, 1.82], [-1.44, 0.09, -0.82], [0.09, -0.51, -0.40], [0.22, -0.67, 0.77], [0.85, 1.21, -1.22], [1.25, -0.56, -0.27], [-0.97, -0.73, -0.18], [1.13, 1.07, 0.52], [1.75, 0.81, 0.00], [0.32, 0.36, -0.02], [-1.09, 1.96, 0.09], [0.49, -0.32, 0.90], [-0.11, -0.03, 0.57], [-0.60, 1.10, 0.57], [-0.26, 2.25, 0.18], [-0.83, -0.65, 0.69], [0.05, 0.12, -0.08], [-0.90, 0.47, 0.44], [1.15, -0.54, 0.01], [1.81, 1.27, 0.76], [0.29, -0.10, -0.83], [-1.57, -0.15, 0.75], [-0.18, -0.26, 0.13], [0.48, 0.06, -0.29], [-0.52, -1.41, -1.01], [-0.75, 0.70, 0.15], [-1.52, 0.55, 0.85], [0.56, -0.23, -0.17], [-0.17, -0.08, 0.02], [-1.61, -1.17, 1.06], [0.32, -0.89, -0.01], [0.05, 0.11, 0.17], [0.38, -0.18, -1.70], [0.76, 1.26, -0.14], [-0.26, 0.82, 0.48], [0.46, 0.03, -0.41], [-0.44, -0.51, 0.75], [0.63, 1.52, 0.08], [0.32, 0.26, -0.60], [0.59, 2.90, 1.34], [0.83, -0.10, -1.09], [-2.00, -1.32, 1.43], [0.16, -1.27, -0.66], [-0.99, 0.47, -1.09], [1.41, -1.30, 0.51], [-0.69, -0.78, -0.14], [-0.15, 0.81, 0.53], [0.56, -0.06, -1.08], [-0.22, 0.07, 1.23], [0.06, -0.55, -0.27], [-0.11, -0.68, -0.51], [-0.02, -0.61, -0.68], [0.39, 0.67, -0.03], [-0.74, -0.40, 1.14], [-0.42, 0.21, -0.04], [0.75, 0.10, -0.04], [0.00, 0.37, 0.01], [-0.32, -0.13, 0.07], [0.08, 0.02, -0.15]]}

=====

4.
{"formula": "C5H12NS2", "method": "ωB97M-V/def2-TZVPD", "charge": 1, "lumo_ha": -0.121, "smiles": "C/C=C(\\S)[NH2+]CCS", "e_above_lowest_kcal_mol": 53.64, "gap_ev": 10.19, "max_force_ev_per_a": 2.614, "species": ["C", "C", "C", "C", "C", "N", "S", "S", "H", "H", "H", "H", "H", "H", "H", "H", "H", "H", "H", "H"], "positions_angstrom": [[-1.2186, 1.2859, -0.2697], [-2.5512, 0.5778, -0.8174], [0.7791, -0.3286, 0.2275], [3.2274, -0.5336, -0.0804], [1.9835, 0.1574, 0.3133], [-0.4173, 0.4792, 0.7050], [-3.2746, -0.6138, 0.2951], [0.2472, -1.8894, -0.5105], [-0.6568, 1.5083, -1.2064], [-1.4721, 2.2186, 0.3260], [-3.3425, 1.4599, -0.9155], [-2.5086, 0.1304, -1.8627], [3.8260, -0.0019, -0.7647], [3.1707, -1.5896, -0.2879], [3.7548, -0.4726, 0.8807], [-2.4644, -1.6956, 0.0462], [2.0302, 1.2229, 0.6107], [-0.3954, 0.8553, 1.6918], [-1.2030, -0.1817, 0.9222], [0.4854, -2.5890, 0.6967]], "forces_ev_per_angstrom": [[-0.71, 1.56, -1.00], [-0.83, 1.75, -0.88], [-2.51, -0.72, -0.15], [0.02, -0.19, 2.33], [0.22, 1.40, -0.93], [-1.09, -1.27, 1.01], [0.09, -0.67, 0.55], [0.93, -0.17, 1.93], [0.12, 0.15, 1.18], [0.13, -1.00, -1.22], [1.60, -1.93, 0.27], [0.53, 0.69, 1.40], [0.52, 0.64, -1.00], [-0.44, -0.14, -0.43], [0.59, -0.16, -0.16], [-0.43, 0.66, -0.15], [0.36, -0.70, 0.18], [0.94, 0.38, -1.51], [0.39, -0.78, 0.01], [-0.43, 0.50, -1.44]]}

=====

5.
{"formula": "H4NO2SSi", "method": "ωB97M-V/def2-TZVPD", "charge": -1, "lumo_ha": 0.143, "e_above_lowest_kcal_mol": 14.37, "gap_ev": 8.69, "max_force_ev_per_a": 1.172, "species": ["N", "O", "O", "Si", "S", "H", "H", "H", "H"], "positions_angstrom": [[-1.9913, -1.5693, 0.1893], [0.0543, 0.5385, 0.4071], [-2.2377, 0.6711, -0.9275], [1.6069, 0.5850, 0.2215], [-1.8439, -0.0294, 0.3011], [-2.1429, -1.9128, -0.7533], [2.1203, 1.5731, -0.7495], [2.2647, 0.8690, 1.5229], [2.1695, -0.7253, -0.2117]], "forces_ev_per_angstrom": [[0.30, 0.78, 0.59], [-1.12, 0.07, -0.10], [0.14, 0.14, -0.07], [0.50, -0.59, 0.15], [-0.66, -0.97, -0.05], [0.18, 0.21, -0.31], [0.13, 0.28, -0.20], [0.31, 0.16, 0.12], [0.23, -0.09, -0.12]]}

=====

no.,DFT total energy (hartree)
1,-385.2687
2,-1226.2328
3,-2405.3530
4,-1048.5261
5,-895.3506